{"formula": "C19H43CuN4O2SSi3", "method": "ωB97M-V/def2-TZVPD", "gap_ev": 7.823, "max_force_ha_per_bohr": 0.0645, "total_energy_ha": -4026.499931, "e_above_lowest_kcal_mol": 0.0, "symbols": ["H", "H", "H", "Si", "H", "H", "H", "H", "H", "H", "C", "H", "H", "H", "C", "C", "S", "H", "H", "H", "C", "H", "H", "C", "H", "C", "C", "H", "H", "H", "C", "N", "C", "H", "C", "Si", "N", "H", "N", "C", "H", "Cu", "C", "H", "H", "H", "H", "C", "O", "H", "C", "Si", "C", "H", "H", "H", "H", "C", "C", "N", "C", "H", "C", "O", "H", "H", "H", "H", "H", "H", "H", "H", "H"], "xyz": [[-2.927, -4.564, 0.882], [3.153, 1.543, 3.531], [0.639, 2.867, 2.148], [-1.081, -0.297, 1.668], [3.953, -0.142, 5.267], [-2.407, 1.814, -0.499], [0.748, -3.033, 1.974], [2.787, -2.122, 4.369], [1.862, 0.324, 3.847], [1.519, 3.129, -4.912], [3.201, -1.095, 1.630], [-0.706, -2.122, 3.472], [-1.610, 4.090, -2.907], [-3.607, -0.284, -2.683], [1.354, 2.310, -1.906], [-0.535, -3.974, -1.475], [3.309, -1.535, 0.019], [4.949, -0.034, 3.848], [1.192, 5.036, -3.235], [-0.736, 2.091, -1.033], [-0.715, -1.145, 0.069], [-1.173, 2.791, 2.308], [-1.574, -0.968, -3.871], [-0.590, 2.948, -4.913], [-3.262, 0.752, 1.243], [-0.895, 4.715, -3.442], [-1.670, 1.550, -1.302], [-3.281, -1.927, -2.073], [-1.132, 5.795, -3.294], [-2.950, -2.951, 1.633], [0.344, -3.762, 1.297], [3.612, -1.990, 2.513], [-2.896, 0.165, 2.042], [-0.109, -1.581, -3.099], [-0.268, 2.233, 2.410], [-0.863, -3.012, 0.122], [2.862, 0.097, 2.034], [0.658, -1.147, 3.248], [1.918, 1.856, -0.999], [2.888, 0.485, 3.486], [-0.229, 0.128, -3.418], [1.236, -1.078, -0.336], [3.733, -1.795, 3.951], [0.895, 1.560, -4.494], [4.517, -2.391, 4.382], [0.354, 4.741, -1.712], [-1.323, 2.304, -4.415], [3.956, -0.327, 4.188], [-0.926, 4.348, -4.812], [3.782, -2.909, 2.152], [0.408, 4.456, -2.750], [-1.571, -0.318, -1.409], [-3.335, -0.856, -1.794], [-2.002, 1.951, -2.288], [-0.081, -4.583, 1.906], [-0.633, 2.716, -5.903], [-3.209, -3.020, -0.094], [-2.713, -3.484, 0.742], [0.742, 2.611, -4.314], [0.749, 3.017, -2.943], [-0.807, -0.789, -3.095], [2.638, 0.799, 1.323], [-0.458, -1.075, 3.213], [-0.212, 1.110, 1.572], [-0.614, -5.024, -1.264], [-1.247, -3.780, -2.281], [-4.052, -0.757, -1.012], [0.479, -3.746, -1.833], [1.233, -4.108, 0.742], [-3.432, -0.768, 2.126], [-0.737, -0.485, 4.016], [-0.214, 1.964, 3.468], [-2.883, 0.681, 2.970]], "forces_ev_per_angstrom": [[0.1, 0.6, -0.4], [-0.3, 0.0, 0.0], [-1.2, -0.4, 0.4], [-0.3, -0.1, -1.1], [-0.2, 0.1, -0.1], [0.4, -0.1, -0.8], [0.1, 0.4, 0.5], [-0.2, 0.0, 0.6], [0.5, 0.2, 0.4], [0.0, 0.0, 0.4], [0.7, -0.3, 0.2], [-0.5, 0.5, -0.3], [-0.5, 0.2, 0.1], [-0.3, 0.0, 0.0], [-0.2, 1.7, -1.9], [-0.3, 0.9, -0.2], [0.5, -0.4, -1.7], [0.0, 0.0, -0.2], [0.3, 0.2, 0.0], [-0.7, -0.6, -0.1], [-0.6, -0.1, -0.8], [-0.7, 0.6, -0.4], [0.3, 0.0, 0.4], [-0.7, 0.9, 2.3], [-0.7, 0.7, -0.7], [-0.7, 0.5, 0.5], [0.0, 1.0, 0.4], [-0.2, 0.5, 0.0], [-0.1, -0.8, -0.5], [-0.2, 0.4, 0.8], [0.8, -0.8, 0.4], [0.6, -1.1, 1.0], [1.8, -1.3, -0.4], [0.7, -1.0, 0.1], [1.7, -0.1, -0.2], [-1.7, 0.0, 0.4], [-0.2, 1.9, 1.1], [-0.7, 0.3, -0.3], [-0.5, 0.0, -0.4], [-0.1, 0.0, -1.3], [-0.5, -0.9, 0.1], [-0.9, 0.2, 0.2], [-0.9, 0.4, -0.6], [0.2, -0.5, 0.5], [0.4, -0.3, -0.1], [0.0, -0.2, 0.4], [-0.3, 0.3, 0.2], [-0.1, 0.1, 0.9], [0.6, -0.5, 0.5], [0.0, -0.1, -0.2], [1.0, -0.9, -1.0], [0.4, -1.0, 0.3], [0.8, -0.7, -0.4], [-0.1, -0.2, 0.7], [0.2, 0.2, -0.4], [0.1, -0.6, -2.9], [-1.0, -0.2, -0.2], [2.2, -0.4, -1.0], [0.6, 0.5, -1.3], [0.9, -0.9, 3.1], [0.0, 2.3, -0.4], [-0.1, -0.5, 0.3], [1.9, -2.6, -0.4], [0.2, 0.7, 0.0], [0.1, -0.6, 0.2], [0.1, 0.2, 0.0], [-0.7, 0.2, 0.6], [-0.2, -0.1, 0.0], [-0.3, -0.2, 0.1], [-0.5, -0.2, 0.1], [-0.7, 1.3, 1.8], [0.2, -0.1, 0.2], [-0.3, 0.6, 0.9]]}



{"formula": "C27H31IN6O2Pr", "method": "ωB97M-V/def2-TZVPD", "multiplicity": 3, "gap_ev": [7.288, 7.309], "max_force_ha_per_bohr": 0.0603, "total_energy_ha": -2340.358247, "charge": 3, "symbols": ["C", "N", "C", "H", "H", "C", "H", "C", "C", "H", "H", "C", "C", "H", "C", "H", "N", "H", "H", "N", "H", "N", "H", "C", "H", "C", "H", "I", "C", "C", "C", "H", "H", "H", "H", "O", "C", "N", "H", "H", "H", "H", "C", "H", "Pr", "C", "H", "C", "C", "O", "C", "H", "C", "H", "C", "C", "H", "N", "C", "C", "C", "H", "H", "H", "H", "C", "C", "H"], "xyz": [[2.191, 0.830, -3.192], [-0.110, 3.263, 1.178], [1.780, -1.787, 1.143], [5.242, -5.200, 1.048], [-6.602, 4.037, -1.240], [-1.160, 3.830, 0.652], [-5.029, -0.602, -0.247], [-2.498, -3.274, -1.738], [-3.529, -2.524, -0.885], [0.087, 1.219, -3.624], [2.715, 1.759, -3.337], [2.800, -0.402, -2.883], [2.912, -3.942, 0.694], [1.120, 4.957, 0.935], [4.153, -3.385, 0.854], [-3.450, 5.048, 0.142], [0.829, 0.584, -3.303], [1.356, 0.563, 2.094], [-1.992, -4.423, 0.030], [-3.113, -1.119, -0.669], [-5.784, 5.327, -0.377], [2.291, 0.925, 2.311], [1.750, 2.560, 3.490], [1.736, -1.368, -2.872], [-1.170, 4.916, 0.547], [3.272, 0.103, 1.964], [0.451, -4.901, 0.506], [4.757, -0.861, -2.461], [2.304, 3.280, 1.583], [-4.878, 2.010, -0.174], [-3.741, 1.149, -0.097], [-3.012, -3.940, -2.467], [-6.697, 4.168, 0.531], [-3.617, -3.013, 0.055], [5.210, -1.583, 1.386], [0.693, -1.054, 1.123], [2.482, 2.294, 2.720], [0.509, -0.753, -3.075], [2.790, -4.982, 0.443], [-5.834, 1.502, -0.212], [-1.932, -2.541, -2.383], [-0.100, 2.238, 1.164], [-2.348, 3.186, 0.251], [3.457, 2.452, 3.184], [-0.716, -0.828, -0.892], [0.575, -3.824, 0.263], [5.515, -4.388, -0.505], [-1.519, -4.046, -0.881], [-3.550, 3.976, 0.107], [-1.436, 1.005, 0.409], [5.373, -4.202, 0.579], [-1.243, -4.906, -1.546], [-2.482, 1.748, 0.182], [6.268, -3.708, 0.945], [-6.001, 4.254, -0.324], [-3.984, -0.226, -0.269], [2.479, 2.788, 0.601], [-0.360, -3.249, -0.467], [-4.807, 3.393, -0.151], [3.083, -1.223, 1.473], [0.987, 4.099, 1.617], [1.814, -2.458, -2.897], [3.155, 3.995, 1.637], [-4.522, -2.504, -1.369], [0.862, 4.534, 2.637], [4.224, -2.026, 1.251], [1.733, -3.196, 0.793], [4.263, 0.449, 2.013]], "forces_ev_per_angstrom": [[-0.7, -2.1, 0.3], [-0.8, 0.7, -0.6], [0.1, -0.5, -0.3], [0.4, 0.6, -0.2], [0.6, -0.1, 0.6], [-0.6, -0.1, 0.1], [0.4, 0.6, 0.3], [-0.4, 0.8, -0.3], [-0.8, 1.1, -1.3], [0.7, -0.4, 0.1], [-0.5, 0.3, -0.2], [-1.9, -0.2, -0.2], [-1.1, 0.3, 0.4], [-0.3, -0.4, 0.2], [0.9, 1.6, 0.3], [-0.1, 0.3, 0.1], [0.9, -0.3, 0.6], [0.1, 0.0, 0.3], [-0.2, -0.2, -0.3], [0.0, 0.8, 0.7], [0.3, -0.3, 0.0], [1.0, -1.5, -0.8], [0.1, -0.4, 0.1], [-0.8, 1.9, -0.6], [0.3, -0.1, 0.3], [-2.4, -0.2, -0.2], [0.2, 0.5, -0.4], [0.1, 0.2, -0.2], [0.8, 1.2, -0.9], [0.9, -0.9, 0.2], [-0.7, 2.7, 0.5], [0.4, 0.4, 0.6], [0.3, -0.2, -0.3], [-0.2, -0.4, 0.9], [-0.1, -0.1, 0.1], [0.2, 0.3, -0.9], [-0.3, 0.8, 0.7], [2.5, 0.5, -0.6], [0.2, -0.3, -0.1], [-0.2, 0.2, -0.3], [-0.5, -0.6, 0.1], [-0.1, 0.3, 0.3], [-2.2, -0.7, 0.0], [0.0, -0.5, -0.1], [0.4, -0.1, 2.2], [-2.6, -0.2, -0.8], [-0.2, 0.2, 0.5], [0.5, -1.6, -0.8], [0.5, -1.4, -0.8], [0.8, -0.5, -0.7], [0.0, -0.7, -0.2], [0.4, 0.5, 1.0], [0.3, 0.2, 0.0], [0.1, -0.2, 0.1], [-1.7, 0.7, -0.2], [0.1, -2.8, -1.3], [-0.4, 0.2, 0.5], [1.2, -0.2, 0.9], [1.3, 0.7, 0.4], [-0.8, -0.7, -0.3], [2.1, 0.1, 0.2], [-0.1, 0.4, 0.5], [-0.7, -0.2, 0.0], [0.4, -0.2, 0.2], [-0.3, -0.6, -0.6], [-0.1, -1.1, -0.3], [0.9, 1.9, -0.1], [1.2, 0.6, 0.4]]}



{"formula": "C4H6EuO2", "method": "ωB97M-V/def2-TZVPD", "multiplicity": 9, "gap_ev": [5.105, 5.748], "max_force_ha_per_bohr": 0.0750, "total_energy_ha": -1016.440902, "e_above_lowest_kcal_mol": 0.0, "charge": 1, "symbols": ["H", "C", "H", "C", "H", "O", "C", "H", "C", "H", "Eu", "H", "O"], "xyz": [[0.670, -1.276, -0.783], [-0.289, -0.569, 0.996], [1.666, -0.140, 0.146], [0.642, -0.333, -0.209], [-0.800, 0.384, 1.234], [-1.539, 1.902, -2.243], [0.194, 0.751, -1.116], [-1.510, -0.110, -1.714], [-1.143, 0.965, -1.558], [-1.079, -1.281, 0.685], [1.879, -0.753, 3.876], [0.920, 1.519, -1.405], [0.390, -1.058, 2.092]], "forces_ev_per_angstrom": [[0.3, 0.2, 0.2], [-0.8, 0.3, -0.5], [-0.3, 0.0, -0.1], [-0.1, -0.6, -0.4], [0.1, -0.3, 0.0], [-0.2, 0.0, 1.0], [0.8, 1.9, 0.8], [-1.3, 1.0, 0.6], [1.0, -2.3, -2.3], [0.2, 0.3, 0.2], [-2.1, -0.5, -2.5], [-0.2, -0.2, 0.1], [2.5, 0.3, 3.0]]}



{"formula": "C3H6F2O", "method": "ωB97M-V/def2-TZVPD", "smiles": "OC(CF)CF", "gap_ev": 11.926, "max_force_ha_per_bohr": 0.0879, "total_energy_ha": -392.837110, "e_above_lowest_kcal_mol": 20.4, "symbols": ["H", "H", "C", "F", "O", "F", "C", "H", "H", "H", "H", "C"], "xyz": [[1.376, -0.754, 1.065], [-0.273, 0.242, -1.403], [-0.032, 0.195, -0.327], [-2.327, 0.491, -0.231], [-0.043, 1.457, 0.265], [2.250, 0.492, -0.116], [-1.369, -0.420, 0.239], [1.525, -1.409, -0.473], [-1.347, -0.381, 1.342], [0.563, 1.971, -0.144], [-1.576, -1.399, -0.214], [1.252, -0.486, -0.004]], "forces_ev_per_angstrom": [[-0.9, 0.2, -0.2], [0.6, 0.1, 0.1], [-2.4, -0.6, 0.2], [-0.1, -0.8, 0.4], [-2.8, -1.9, 2.0], [0.4, -0.3, -1.0], [1.2, 0.9, -0.8], [0.1, -0.1, -1.2], [-0.2, -0.2, -0.5], [3.1, 2.7, -1.9], [-0.1, 0.2, 0.5], [1.0, 0.0, 2.4]]}



{"formula": "C13H46N12O10", "method": "ωB97M-V/def2-TZVPD", "smiles": "NC(N)=O.NC(N)=O.NC(N)=O.NC(N)=O.NC(N)=O.NC(N)=O.CCO.CCO.CCO.CO", "gap_ev": 8.488, "max_force_ha_per_bohr": 0.1894, "total_energy_ha": -1932.305739, "e_above_lowest_kcal_mol": 22.7, "symbols": ["H", "C", "O", "H", "H", "H", "N", "N", "N", "H", "N", "O", "H", "H", "H", "H", "C", "N", "H", "H", "C", "C", "H", "N", "O", "H", "H", "H", "C", "H", "H", "C", "H", "H", "O", "O", "C", "O", "C", "O", "H", "N", "C", "O", "H", "H", "H", "H", "H", "C", "H", "H", "H", "H", "H", "H", "N", "H", "N", "C", "H", "H", "H", "H", "O", "C", "H", "N", "H", "H", "O", "N", "H", "C", "H", "H", "H", "H", "N", "H", "H"], "xyz": [[0.893, 0.206, 0.828], [1.520, 0.252, 3.604], [1.672, 3.495, -1.779], [-2.756, -1.893, 2.017], [1.721, -3.405, 1.210], [2.680, 2.663, 0.053], [3.825, 0.620, -0.799], [-1.815, -3.507, 0.527], [-3.369, -1.638, -0.650], [3.160, 1.071, -3.478], [2.991, 1.984, 0.750], [2.409, -3.054, -4.154], [1.067, -2.980, -0.381], [-4.145, 0.120, 1.895], [-0.069, 1.791, -2.575], [-0.302, -0.900, 4.058], [-2.909, 2.317, -0.957], [2.964, 1.859, -2.817], [-2.009, -2.691, 3.428], [0.792, 4.268, 1.602], [1.848, 2.324, -2.487], [1.926, -1.990, -3.470], [-2.554, -1.209, -1.065], [0.339, 3.333, 1.463], [4.152, 0.068, 1.363], [3.649, 2.644, -2.922], [-4.857, 1.387, -1.319], [1.276, -0.083, -0.870], [0.618, -0.924, 3.437], [0.237, -1.182, -2.340], [-4.049, 2.062, -2.837], [0.504, 0.257, -0.185], [2.421, -0.363, -2.414], [0.304, -1.030, 2.380], [-1.671, 2.407, -1.616], [-5.368, -1.632, 0.527], [1.928, -2.740, 0.296], [-1.322, 1.587, 1.775], [3.624, 0.860, 0.451], [-1.172, -0.247, -1.823], [-0.562, -1.636, -0.428], [0.888, 1.571, -2.878], [-0.859, 2.935, 1.886], [1.405, -1.987, 3.830], [1.003, 1.047, 3.210], [-2.892, 1.824, -0.017], [3.849, -3.124, 0.307], [3.471, 1.267, -1.648], [-1.283, 4.580, 2.962], [-4.114, -1.239, 0.333], [-1.226, -4.120, -0.077], [4.266, -0.283, -1.060], [0.979, 0.750, -3.503], [-2.370, -2.682, 0.045], [0.097, -2.802, -2.981], [-3.253, 3.291, -0.678], [-1.591, 3.934, 2.244], [3.698, -1.272, -3.280], [0.699, -1.951, -2.929], [-0.699, -0.559, -0.497], [2.014, -1.720, 0.736], [3.021, 2.242, 1.736], [-3.644, 0.557, -2.116], [-1.517, 0.636, -1.763], [3.099, -3.112, -0.302], [-3.935, 1.578, -1.852], [0.953, 2.629, 1.058], [-2.187, -2.630, 2.441], [0.829, -2.731, 3.976], [0.452, 1.339, -0.454], [-0.750, -4.466, 2.395], [-3.564, -0.390, 1.182], [-1.373, -0.346, 0.306], [-1.550, -3.537, 1.774], [-2.703, 0.089, 1.035], [-3.846, -2.312, -1.269], [-2.528, 3.617, 2.474], [1.791, 0.420, 4.674], [2.689, -0.998, -3.218], [-1.315, 3.268, -1.311], [2.407, 0.213, 2.929]], "forces_ev_per_angstrom": [[-0.3, -0.3, 0.0], [1.2, -0.3, 0.4], [1.0, -5.4, -2.7], [0.5, -0.6, 0.7], [0.1, 0.8, -1.0], [0.4, -0.3, 0.1], [0.3, -1.0, -5.1], [0.2, -0.3, -6.6], [0.2, -2.6, -4.0], [-1.0, 1.0, 0.6], [-1.3, 2.0, 1.5], [-2.5, 4.9, 2.9], [0.9, 0.8, 0.3], [0.6, -1.3, -1.3], [0.8, -0.1, -0.3], [0.3, 0.5, -0.3], [-2.3, -0.8, -0.9], [8.8, 1.0, -3.9], [-0.4, 0.4, 0.1], [-1.3, -1.3, -0.2], [-5.5, 7.2, 3.6], [-0.4, -8.9, -3.1], [-0.3, 0.6, 0.0], [2.3, -0.5, -0.4], [-2.4, 2.8, -2.5], [-0.4, -1.1, 0.2], [-0.5, 0.6, 0.0], [0.5, -0.2, 0.3], [-0.1, 0.1, -0.1], [1.5, -1.4, -1.8], [-0.4, 0.1, 0.6], [1.6, 0.8, -0.9], [0.7, -1.7, -1.0], [-0.1, 0.0, 0.3], [0.7, 1.4, 0.4], [5.3, 1.2, -1.1], [-1.5, -0.9, 3.0], [2.1, 7.0, 0.5], [3.5, -3.7, 4.9], [-0.4, -1.3, 0.7], [0.5, 0.1, -0.2], [-4.8, -1.7, -1.0], [0.6, -7.5, -2.2], [0.6, -1.4, 0.4], [-1.4, 2.6, -0.5], [0.8, -0.8, 0.8], [-0.5, 0.2, 0.1], [1.3, -1.9, 3.0], [0.4, 0.1, -0.4], [-8.0, -0.2, 2.3], [-0.9, 0.7, 0.8], [-0.4, 1.0, 0.8], [0.1, 1.0, 0.7], [1.4, -2.6, 1.5], [1.2, 1.1, -0.4], [-0.4, 0.9, -0.3], [-4.4, 1.9, 2.4], [-1.4, 0.5, 0.1], [-2.9, -0.3, 0.9], [0.5, 0.6, 0.8], [-0.6, -0.4, -0.7], [0.0, -0.1, -0.6], [0.5, 0.1, 0.2], [-0.1, 1.0, -0.2], [1.7, -0.4, -1.6], [0.8, 0.0, -0.5], [-0.2, 0.1, 0.4], [-0.9, 1.9, 2.8], [-0.1, -0.9, -0.1], [-0.8, -0.8, 0.4], [-3.2, 4.2, -2.7], [-0.6, 2.6, 2.9], [-0.7, 0.2, -0.1], [4.3, -5.4, 4.5], [0.4, 0.2, -0.1], [0.3, 0.7, 0.5], [0.1, 0.2, 0.1], [-0.1, -0.1, -0.9], [4.1, 4.9, 1.8], [0.4, -0.9, -0.5], [-0.3, -0.6, 0.8]]}